(1)
9
Properties=species:S:1:pos:R:3 method="wB97M-V/def2-TZVPD" largest_force_ev_per_a=9.7 smiles="O=CC(=O)NO" e_above_lowest_kj_mol=535.6 total_energy_ha=-358.325674
O -0.84 1.14 -0.38
O -1.53 -0.77 0.26
O 1.96 -0.48 -0.05
N 0.34 1.15 0.41
C 0.85 -0.12 0.04
C -0.41 -1.04 -0.16
H -0.11 -2.27 -0.22
H -1.43 0.70 0.13
H 1.17 1.68 -0.03

---

(2)
9
Properties=species:S:1:pos:R:3 method="wB97M-V/def2-TZVPD" largest_force_ev_per_a=7.9 smiles="O=CC(=O)NO" e_above_lowest_kj_mol=486.5 total_energy_ha=-358.344371
O -0.17 1.39 0.14
O -2.23 -0.26 -0.22
O 2.44 -0.01 -0.23
N -0.91 -0.64 0.08
C 1.30 -0.55 0.16
C 0.03 0.18 0.00
H -2.24 0.80 0.08
H -0.67 -1.51 0.43
H 1.03 -1.61 0.36

---

(3)
9
Properties=species:S:1:pos:R:3 method="wB97M-V/def2-TZVPD" largest_force_ev_per_a=3.1 smiles="O=C(O)/C=N/O" e_above_lowest_kj_mol=292.1 total_energy_ha=-358.418431
O 1.41 1.58 -0.05
O 2.25 -0.45 -0.04
O -2.33 0.04 -0.10
N -1.10 0.65 0.04
C -0.19 -0.24 0.01
C 1.23 0.39 -0.05
H -0.38 -1.34 -0.13
H -2.94 0.81 0.17
H 2.05 -1.43 0.15

---

(4)
10
Properties=species:S:1:pos:R:3 method="wB97M-V/def2-TZVPD" largest_force_ev_per_a=4.1 charge=-1 e_above_lowest_kj_mol=268.7 total_energy_ha=-699.883330
P 0.69 -1.00 -0.88
O -1.41 -1.78 0.05
O -2.61 0.08 0.39
O 0.12 2.37 0.91
N -0.04 0.36 -0.22
C 0.55 1.41 0.24
C -1.80 -0.69 0.17
H 0.81 -1.67 0.43
H 1.69 1.52 -0.07
H 2.01 -0.59 -1.03

---

(5)
10
Properties=species:S:1:pos:R:3 method="wB97M-V/def2-TZVPD" largest_force_ev_per_a=3.5 charge=-1 smiles="N=C=C(O)OP[O-]" e_above_lowest_kj_mol=485.6 total_energy_ha=-699.800707
P -0.04 -2.44 -0.73
O 1.60 0.32 0.36
O -1.25 -3.24 -0.44
O -0.45 -0.50 -0.16
N -0.48 2.91 0.59
C 0.27 0.56 0.35
C -0.09 1.85 0.14
H -0.46 3.00 1.59
H 1.45 -0.68 0.30
H -0.56 -1.80 -2.00

---

(6)
10
Properties=species:S:1:pos:R:3 method="wB97M-V/def2-TZVPD" largest_force_ev_per_a=3.4 smiles="O=S1(=O)CC=NO1" e_above_lowest_kj_mol=289.8 total_energy_ha=-756.565751
S -0.38 1.02 -0.54
O 0.44 1.75 -1.46
O -1.45 1.71 0.13
O -0.91 -0.18 -1.38
N -0.78 -1.49 -0.57
C 0.04 -1.24 0.39
C 0.68 0.05 0.61
H 0.72 0.51 1.59
H -0.01 -2.05 1.01
H 1.66 -0.09 0.23